DFT (ωB97M-V/def2-TZVPD) results for a molecular structure, C28H22F2NO5Pt.

Structure (XYZ):
```
59
Properties=species:S:1:pos:R:3:mulliken_charge:R:1
Pt -0.139 -2.277 1.745 0.709
C 0.779 4.409 -1.836 -1.366
C -0.093 4.285 -0.596 -0.201
C 0.115 5.368 0.448 -1.076
C 1.556 5.371 0.932 -1.227
C 2.023 3.982 1.286 0.752
C 3.179 3.809 2.038 -0.671
C 3.617 2.544 2.377 -0.081
F 4.728 2.420 3.098 -0.330
C 2.922 1.410 2.011 -0.881
C 1.766 1.566 1.263 0.516
C 0.965 0.388 0.929 1.138
O 1.317 -0.748 1.236 -0.942
C -0.383 0.631 0.354 1.297
C -0.557 1.958 -0.234 -1.132
N 0.174 2.967 0.053 0.244
C 1.330 2.843 0.886 -0.048
C -1.403 0.550 1.651 0.362
O -1.978 1.589 1.890 -0.644
O -1.413 -0.578 2.180 -0.613
H 0.591 5.371 -2.313 0.411
H 0.551 3.618 -2.550 0.390
H 1.839 4.347 -1.594 0.386
H -1.145 4.254 -0.877 0.521
H -0.567 5.191 1.282 0.401
H -0.147 6.331 0.012 0.421
H 1.662 6.015 1.806 0.534
H 2.219 5.783 0.167 0.413
H 3.746 4.668 2.374 0.564
H 3.252 0.425 2.312 0.646
H -1.374 2.107 -0.929 0.529
F -4.652 -4.312 1.546 -0.325
C -3.314 -4.305 1.604 0.500
C -2.681 -3.832 2.697 -0.663
C -1.248 -3.848 2.718 -0.372
C -0.530 -4.376 1.589 0.287
C 0.873 -4.057 1.572 -1.250
C -1.275 -4.857 0.460 -0.459
C -2.628 -4.838 0.481 -0.626
H -3.243 -3.474 3.548 0.491
H -0.761 -3.801 3.686 0.632
H 1.418 -4.253 0.655 0.407
H 1.450 -4.214 2.478 0.401
H -0.734 -5.253 -0.389 0.468
H -3.217 -5.222 -0.342 0.490
O 0.686 0.529 -1.928 -0.642
C -0.101 -0.366 -1.710 0.810
O -0.807 -0.377 -0.534 -0.133
C -0.429 -1.494 -2.594 0.056
C -1.377 -2.448 -2.229 -0.156
C -1.660 -3.489 -3.098 -0.687
C -0.999 -3.577 -4.316 -0.474
C -0.052 -2.627 -4.676 -0.626
C 0.234 -1.582 -3.817 -0.469
H -1.883 -2.373 -1.276 0.608
H -2.402 -4.229 -2.830 0.413
H -1.226 -4.392 -4.992 0.425
H 0.460 -2.703 -5.625 0.416
H 0.966 -0.829 -4.076 0.459
```

Results
**Net charge**: +1
**Frontier orbital gap**: 7.1 eV
**Molar mass**: 685.560 Da

---

DFT (ωB97M-V/def2-TZVPD) results for 2 unconnected molecules or ions with the total composition C28H22N3O3 in a non-equilibrium geometry.

Structure (XYZ):
```
56
Properties=species:S:1:pos:R:3:mulliken_charge:R:1
C -5.450 -4.056 0.362 -0.800
O -5.786 -2.709 0.607 -0.406
C -4.853 -1.781 0.162 0.943
C -5.143 -0.421 0.358 -0.672
C -4.251 0.549 0.004 -0.680
C -2.998 0.230 -0.572 0.730
C -2.073 1.279 -0.803 -0.297
C -0.716 1.264 -1.218 0.813
C -0.097 2.508 -1.491 -0.951
C 1.169 2.586 -1.992 -0.477
C 1.905 1.423 -2.259 0.303
O 3.167 1.538 -2.894 -0.404
C 3.252 1.254 -4.284 0.270
C 3.467 2.283 -5.204 -0.293
C 3.468 2.028 -6.556 -0.533
C 3.266 0.743 -7.021 -0.372
C 3.080 -0.290 -6.123 -0.704
C 3.073 -0.042 -4.771 -0.066
C 1.342 0.186 -1.910 -0.900
C 0.082 0.106 -1.380 -0.151
C -2.762 -1.133 -0.863 -0.730
C -3.646 -2.105 -0.481 -0.535
H -6.278 -4.690 0.682 0.246
H -5.283 -4.213 -0.704 0.344
H -4.560 -4.328 0.931 0.357
H -6.089 -0.161 0.802 0.457
H -4.492 1.584 0.179 0.410
H -2.472 2.264 -0.627 0.362
H -0.657 3.410 -1.317 0.418
H 1.612 3.540 -2.221 0.485
H 3.603 3.284 -4.834 0.434
H 3.606 2.836 -7.255 0.382
H 3.241 0.550 -8.081 0.397
H 2.921 -1.292 -6.485 0.381
H 2.927 -0.843 -4.070 0.338
H 1.926 -0.704 -2.061 0.607
H -0.273 -0.845 -1.030 0.393
H -1.904 -1.412 -1.446 0.491
H -3.412 -3.136 -0.676 0.412
O 2.424 2.392 3.836 -0.732
C 2.124 1.211 4.010 1.023
C 1.626 0.613 5.237 0.577
C 1.425 -0.751 4.983 -0.119
C 0.945 -1.586 5.988 -0.756
C 0.679 -1.043 7.221 -0.399
C 0.882 0.314 7.470 -0.553
C 1.354 1.154 6.488 -0.468
N 1.778 -1.000 3.657 -0.023
C 2.198 0.145 3.055 -0.330
N 2.630 0.248 1.784 0.829
N 3.003 0.320 0.695 -0.900
H 0.788 -2.631 5.788 0.385
H 0.305 -1.675 8.009 0.396
H 0.662 0.710 8.446 0.390
H 1.518 2.203 6.665 0.473
H 1.747 -1.913 3.207 0.208
```

Results
**Net charge**: +1
**Frontier orbital gap**: 4.0 eV
**Molar mass**: 448.502 Da

---

DFT (ωB97M-V/def2-TZVPD) results for a molecular structure, C28H23BaN3O4Sb in a non-equilibrium geometry.

Structure (XYZ):
```
60
Properties=species:S:1:pos:R:3:mulliken_charge:R:1
Ba 1.681 -0.882 -1.570 1.790
O 1.747 -0.541 0.834 -0.523
C 1.782 0.450 1.550 -0.329
C 2.047 1.792 1.106 0.580
C 1.914 2.789 2.086 -0.557
C 2.134 4.102 1.725 -0.395
C 2.516 4.463 0.440 -0.486
C 2.665 3.493 -0.528 -0.569
C 2.413 2.140 -0.233 0.683
O 2.510 1.237 -1.161 -0.981
N 1.939 5.155 2.726 1.042
O 2.103 6.293 2.357 -0.616
O 1.577 4.809 3.827 -0.619
H 1.602 0.309 2.631 0.386
H 1.632 2.536 3.095 0.505
H 2.692 5.504 0.208 0.533
H 2.955 3.769 -1.530 0.481
N 5.150 -0.260 -1.589 0.108
C 6.447 -0.557 -1.512 -0.213
C 6.561 -1.929 -1.618 -0.690
C 5.250 -2.370 -1.754 -0.454
N 4.390 -1.361 -1.736 -0.233
H 4.689 0.641 -1.527 0.173
H 7.176 0.220 -1.392 0.446
H 7.459 -2.508 -1.597 0.374
H 4.894 -3.381 -1.867 0.457
C -6.246 -1.320 -2.426 -0.482
C -5.368 -2.290 -2.883 -0.674
C -4.034 -2.227 -2.533 -0.666
C -3.563 -1.210 -1.712 0.274
C -4.444 -0.242 -1.266 -0.090
C -5.780 -0.295 -1.620 -0.679
Sb -1.520 -1.171 -1.265 1.156
C -1.424 0.592 -0.085 0.410
C -1.853 0.687 1.233 -0.379
C -1.827 1.902 1.889 -0.924
C -1.391 3.047 1.235 -0.538
C -0.972 2.967 -0.080 -0.645
C -0.983 1.740 -0.727 -0.838
C -1.390 -2.663 0.259 0.704
C -0.830 -2.500 1.512 0.158
C -0.774 -3.559 2.401 -0.832
C -1.271 -4.801 2.042 -0.500
C -1.823 -4.978 0.784 -0.766
C -1.876 -3.918 -0.099 -0.590
H -7.288 -1.362 -2.702 0.395
H -5.723 -3.087 -3.517 0.402
H -3.364 -2.984 -2.924 0.331
H -4.103 0.566 -0.627 0.381
H -6.459 0.463 -1.265 0.402
H -2.232 -0.188 1.757 0.646
H -2.165 1.967 2.914 0.447
H -1.387 3.994 1.750 0.452
H -0.639 3.849 -0.605 0.494
H -0.657 1.708 -1.766 0.464
H -0.425 -1.541 1.820 0.164
H -0.344 -3.411 3.378 0.425
H -1.232 -5.624 2.737 0.400
H -2.213 -5.940 0.491 0.424
H -2.328 -4.085 -1.070 0.180
```

Results
**Net charge**: +1
**Frontier orbital gap**: 8.2 eV
**Molar mass**: 724.597 Da

---

DFT (ωB97M-V/def2-TZVPD) results for a molecular structure, C28H24BIrN4O4 in a non-equilibrium geometry.

Structure (XYZ):
```
62
Properties=species:S:1:pos:R:3:mulliken_charge:R:1
Ir -0.180 2.511 0.147 0.261
O -1.278 5.150 -2.742 -0.756
C -1.195 4.312 -1.863 0.570
N -0.029 3.855 -1.292 -0.131
C 1.269 4.269 -1.589 0.176
C 1.648 5.202 -2.561 -0.727
C 2.977 5.532 -2.729 -0.590
C 3.956 4.935 -1.943 -0.584
C 3.616 4.018 -0.969 -0.678
C 2.276 3.670 -0.760 0.378
N 1.778 2.790 0.200 0.066
C 2.508 2.211 1.206 0.705
O 3.714 2.284 1.363 -0.754
C 1.632 1.444 2.124 0.320
C 2.169 0.540 3.029 -0.814
C 1.336 -0.270 3.767 -0.335
C -0.040 -0.118 3.611 -0.759
C -0.504 0.834 2.736 -0.007
N 0.300 1.602 1.985 -0.104
C -2.378 3.660 -1.269 0.223
C -3.655 3.980 -1.712 -0.645
C -4.754 3.370 -1.153 -0.311
C -4.541 2.434 -0.145 -0.958
C -3.249 2.157 0.240 0.349
N -2.173 2.751 -0.285 -0.043
H 0.875 5.649 -3.162 0.485
H 3.262 6.264 -3.474 0.380
H 4.995 5.196 -2.098 0.387
H 4.366 3.561 -0.348 0.479
H 3.247 0.487 3.100 0.476
H 1.730 -1.005 4.455 0.453
H -0.736 -0.736 4.160 0.446
H -1.565 1.010 2.615 0.358
H -3.731 4.715 -2.501 0.473
H -5.757 3.599 -1.485 0.442
H -5.371 1.931 0.329 0.417
H -3.056 1.425 1.013 0.219
C 1.630 -5.685 -0.371 -1.640
C 0.209 -5.473 0.172 2.229
C -0.685 -6.560 -0.434 -2.123
C 0.208 -5.659 1.697 -1.599
C -0.269 -4.062 -0.167 0.275
C -1.500 -3.829 -0.782 -0.263
C -1.956 -2.552 -1.103 -1.808
C -1.135 -1.497 -0.784 1.082
O -1.333 -0.148 -0.943 -0.547
B -0.215 0.470 -0.390 0.699
O 0.682 -0.492 0.070 -0.405
C 0.091 -1.708 -0.162 0.221
C 0.539 -2.967 0.161 -0.858
H 1.949 -6.711 -0.181 0.453
H 2.351 -5.015 0.099 0.317
H 1.656 -5.509 -1.447 0.382
H -0.274 -7.541 -0.191 0.440
H -0.736 -6.472 -1.521 0.452
H -1.697 -6.521 -0.029 0.417
H 0.552 -6.665 1.950 0.427
H -0.801 -5.533 2.092 0.369
H 0.861 -4.937 2.190 0.329
H -2.156 -4.653 -1.018 0.380
H -2.918 -2.407 -1.576 0.454
H 1.488 -3.087 0.667 0.449
```

Results
**Frontier orbital gap**: 6.4 eV
**Molar mass**: 683.553 Da

---

- What is the frontier orbital gap in the first record?
  7.1 eV